# 1
ORCA calculation (ωB97M-V/def2-TZVPD) on a molecular structure, C38H40F6N11O6S4Y.

Total charge: +2
LUMO level: -5.1 eV
HOMO energy: -13.3 eV
2S+1: 1
ΔE to the lowest compared entry with this formula, charge and spin: 2.0 kcal/mol

Structure (XYZ):
```
106
Properties=species:S:1:pos:R:3:forces:R:3
Y 0.094110 0.914795 1.075381 0.441 -0.251 -0.866
N -1.569902 -0.903671 4.906298 0.021 0.043 -0.014
C -1.966697 -2.031996 4.207728 -0.006 -0.052 -0.065
C -2.652679 -3.170846 4.611523 -0.007 -0.001 0.000
C -2.875240 -4.129024 3.646131 0.008 0.003 -0.034
C -2.419258 -3.958409 2.328647 -0.029 -0.005 0.044
C -1.737996 -2.824696 1.936472 0.025 -0.011 0.040
C -1.518932 -1.836366 2.898595 -0.009 0.047 0.061
N -0.875485 -0.595015 2.820166 0.063 0.104 -0.186
C -0.932227 -0.094446 4.042431 -0.041 -0.002 -0.006
C -0.351025 1.200237 4.366410 -0.006 0.114 0.018
C -0.364993 1.894508 5.534713 0.044 -0.045 -0.014
S 0.442001 3.383943 5.337412 0.003 -0.014 -0.043
C 0.741078 3.010095 3.712261 -0.030 -0.025 0.051
N 0.283402 1.846106 3.329483 -0.004 0.159 -0.068
H -1.736647 -0.720917 5.881944 -0.002 0.006 0.003
H -2.996786 -3.301329 5.628071 -0.006 0.000 0.011
H -3.408773 -5.031638 3.908249 0.000 -0.011 -0.001
H -2.605167 -4.740717 1.606029 -0.006 -0.011 -0.016
H -1.379184 -2.711732 0.922052 0.059 -0.038 0.020
H -0.798177 1.620852 6.482125 -0.013 -0.014 0.024
H 1.235616 3.697085 3.041554 0.014 0.016 -0.008
F -3.693328 2.242392 2.682270 0.022 0.085 -0.044
C -3.132374 3.346730 2.199131 0.002 -0.136 0.071
F -2.005267 3.579944 2.889165 -0.114 0.015 -0.061
F -3.950325 4.366471 2.329521 0.024 0.038 -0.014
S -2.710030 3.078187 0.419575 0.160 -0.091 -0.048
O -1.954310 1.792244 0.446515 0.013 0.028 0.415
O -3.949752 3.027960 -0.274414 0.010 -0.037 -0.014
N -1.765807 4.259034 0.094290 0.043 -0.030 0.067
S -0.282976 3.927809 -0.472948 -0.170 0.205 0.009
O 0.490384 3.105065 0.559121 0.098 -0.288 0.164
O 1.783644 2.855121 -2.269270 0.035 0.000 0.140
C 0.414617 5.612458 -0.076682 0.031 0.013 0.044
F 1.719937 5.553003 -0.324288 -0.018 -0.014 -0.012
F -0.151050 6.523948 -0.838111 -0.029 -0.012 -0.010
F 0.228930 5.896582 1.203723 -0.009 -0.018 -0.010
C 1.896455 -2.572926 1.674080 -0.002 -0.024 -0.036
C 2.723232 -1.337891 1.725828 -0.025 0.026 0.000
N 2.243861 -0.109211 1.625441 -0.141 0.036 0.182
C 3.322497 0.747159 1.764815 0.014 0.014 0.156
C 4.449218 0.027049 1.960466 0.005 0.001 -0.021
N 4.060338 -1.296888 1.927392 -0.118 0.008 -0.069
C 4.998707 -2.415598 1.919750 0.062 -0.164 0.089
N 5.786509 -2.433633 0.728264 -0.028 0.082 -0.016
N 6.851137 -1.584132 0.656938 0.065 0.012 0.024
N 7.286783 -1.544490 -0.534157 -0.050 0.016 -0.018
C 6.490916 -2.357363 -1.322826 0.020 0.013 0.052
C 6.556753 -2.630864 -2.690306 0.006 -0.018 -0.003
C 5.592181 -3.464291 -3.207499 -0.015 -0.013 0.017
C 4.593446 -4.028916 -2.387178 0.014 0.018 0.029
C 4.530171 -3.779639 -1.032497 -0.056 -0.028 -0.041
C 5.504050 -2.922166 -0.518844 0.003 0.032 0.002
H 1.005988 -2.387966 1.074154 -0.014 -0.011 0.025
H 1.576074 -2.867664 2.675021 -0.005 -0.016 -0.001
H 2.429823 -3.408557 1.225859 -0.010 0.010 -0.001
H 3.213783 1.818445 1.715956 0.016 0.021 0.011
H 5.479583 0.307278 2.089170 0.038 0.023 -0.005
H 4.442972 -3.345832 2.008411 0.024 0.028 0.033
H 5.670211 -2.317783 2.770960 -0.012 0.008 -0.042
H 7.342741 -2.210237 -3.301177 0.007 0.018 -0.016
H 5.604995 -3.714094 -4.259022 0.000 0.004 -0.016
H 3.866513 -4.693187 -2.834438 -0.006 -0.017 -0.005
H 3.780417 -4.253111 -0.412048 0.000 0.002 -0.013
C -2.662266 0.070506 -5.138790 0.033 0.013 -0.004
C -1.407508 0.313266 -4.310369 -0.009 0.006 0.012
C -1.672958 1.120086 -3.046159 0.032 0.010 -0.031
N -2.615554 0.459167 -2.139216 -0.002 -0.185 0.046
C -2.295887 -0.390432 -1.189375 -0.010 0.089 -0.049
S -0.658773 -0.916727 -0.963170 -0.200 0.136 0.130
N -3.234503 -0.871849 -0.338685 -0.093 0.069 -0.017
C -4.505054 -0.278699 0.015286 0.086 -0.040 -0.109
O -4.725577 -0.136055 1.185498 -0.025 -0.004 0.075
C -5.445962 0.039753 -1.077028 -0.017 -0.014 -0.024
C -5.484904 -0.733414 -2.240039 0.009 0.019 0.054
C -6.426294 -0.455596 -3.216217 -0.018 0.021 -0.020
C -7.315833 0.597145 -3.038647 0.022 -0.010 0.012
C -7.278428 1.364756 -1.880851 0.007 -0.014 -0.004
C -6.352384 1.082144 -0.892420 -0.009 -0.018 0.015
H -2.427474 -0.490097 -6.041818 -0.008 -0.005 -0.008
H -3.122565 1.012298 -5.442026 -0.010 0.015 -0.005
H -3.404317 -0.502967 -4.581692 -0.029 -0.024 0.021
H -0.672695 0.865249 -4.901251 0.011 -0.006 0.004
H -0.943456 -0.635461 -4.029293 0.007 0.001 -0.008
H -2.120391 2.084466 -3.295023 -0.007 -0.009 0.001
H -0.746368 1.304086 -2.500752 -0.008 0.012 0.000
H -3.596144 0.690506 -2.247153 -0.008 0.027 0.022
H -2.842958 -1.380894 0.444281 -0.061 0.008 -0.018
H -4.800259 -1.563729 -2.362456 0.013 -0.027 -0.005
H -6.475209 -1.064011 -4.108662 -0.002 -0.005 -0.013
H -8.048022 0.815477 -3.804011 -0.009 0.000 -0.011
H -7.977162 2.178669 -1.748395 -0.007 0.013 0.002
H -6.310803 1.663164 0.018131 -0.009 -0.003 0.000
C 3.838958 0.070132 -1.733958 0.036 0.006 -0.013
C 3.872030 1.572286 -2.023605 -0.058 -0.055 -0.018
C 2.585833 2.117425 -1.392168 0.063 0.071 -0.031
O 1.852985 0.971388 -0.917350 -0.152 0.183 0.134
C 2.355937 -0.197046 -1.601211 -0.013 -0.018 -0.012
H 4.347363 -0.144661 -0.794068 0.004 -0.037 0.010
H 4.298900 -0.529469 -2.517092 0.032 -0.009 -0.010
H 3.857631 1.757686 -3.100900 0.004 -0.005 0.005
H 4.756203 2.062878 -1.623741 -0.005 0.016 0.008
H 2.120352 2.788325 -3.166799 0.012 -0.031 -0.111
H 2.762811 2.746769 -0.520669 -0.029 -0.040 -0.019
H 1.856920 -0.290922 -2.570038 0.010 0.004 0.024
H 2.115097 -1.072858 -1.001887 0.012 -0.009 -0.003
```
Positions in Å, forces in eV/Å.

# 2
ORCA calculation (ωB97M-V/def2-TZVPD) on 2 unconnected molecules or ions with the total composition CH5OS2.

Total charge: -1
LUMO level: 3.7 eV
HOMO energy: -2.6 eV
2S+1: 1
ΔE to the lowest compared entry with this formula, charge and spin: 0.0 kcal/mol

Structure (XYZ):
```
9
Properties=species:S:1:pos:R:3:forces:R:3
C -0.964715 1.235793 0.695037 -0.351 -0.645 0.504
O -0.280129 0.166777 1.315443 0.251 -0.076 -0.330
H -0.257291 1.961588 0.294294 -0.158 0.236 -0.142
H -1.648784 0.872326 -0.082170 0.265 0.089 -0.279
H -1.622845 1.678321 1.450435 0.269 0.267 0.036
S 1.005473 -0.459922 -1.425295 0.010 0.213 -0.159
S 2.194941 -2.147228 -1.281155 0.039 -0.209 -0.015
H 0.296256 -0.214668 0.585704 -0.403 0.186 0.366
H 1.277094 -3.092990 -1.552294 0.079 -0.062 0.021
```
Positions in Å, forces in eV/Å.

# 3
ORCA calculation (ωB97M-V/def2-TZVPD) on 6 unconnected molecules or ions with the total composition C35H59N3O13.

Total charge: -6
LUMO level: 9.8 eV
HOMO energy: 8.6 eV
2S+1: 1

Structure (XYZ):
```
110
Properties=species:S:1:pos:R:3:forces:R:3
C 27.950371 -6.857464 0.903660 -1.533 -1.525 -2.167
O 27.187143 -7.857707 1.221254 1.080 0.910 0.890
O 27.349622 -5.791039 0.518885 0.689 0.719 0.848
O 29.206716 -7.055600 0.711699 0.532 0.820 0.842
C 25.916125 -10.015832 -1.959007 -0.049 -1.321 0.886
O 24.657138 -10.129200 -2.016966 0.246 0.777 -0.351
O 26.612349 -11.055580 -2.220423 0.264 0.563 -0.482
O 26.511510 -8.980904 -1.548759 -0.392 -0.012 -0.679
C 24.615101 -10.064898 1.766744 -1.004 -0.276 0.351
C 24.895368 -11.333106 1.193657 1.375 1.027 -0.047
C 23.762877 -12.124150 0.532882 -0.924 -0.190 -1.565
O 24.005997 -13.039354 -0.280312 0.478 -0.473 0.658
C 22.423285 -11.720182 0.768485 0.627 0.688 0.699
C 22.129376 -10.568722 1.539649 0.121 -0.737 0.301
C 23.293070 -9.535867 1.780006 -0.553 -0.178 0.064
O 22.960564 -8.365492 2.007306 0.139 -0.167 0.288
O 21.019248 -10.377182 2.086792 -0.269 0.452 -0.175
O 26.086687 -11.689300 1.102799 -0.544 -1.067 0.155
H 25.436908 -9.519317 2.209861 0.077 0.282 -0.420
H 21.623147 -12.319829 0.346581 -0.079 -0.063 0.080
C 23.898475 -1.793688 2.530051 0.656 0.997 1.154
C 24.873079 -2.899684 2.082819 -0.453 0.058 -0.855
C 26.294799 -2.604664 2.533909 0.843 0.096 -0.177
C 26.516384 -2.783966 4.023066 0.244 -0.533 -0.673
C 26.191753 -4.250204 4.287885 -0.462 0.513 0.989
C 24.777137 -4.677777 3.880484 -0.257 -1.458 0.729
N 24.492537 -4.252392 2.514668 0.616 0.290 -0.027
O 23.185630 -4.558389 2.097378 0.128 0.039 0.356
C 24.776927 -6.227004 3.968960 -0.083 -0.112 -1.516
C 23.737213 -4.193407 4.918721 0.226 1.221 -0.258
C 24.938388 -2.898896 0.548696 0.880 0.531 0.148
H 24.114427 -0.830427 2.054857 -0.101 -0.311 -0.599
H 24.096618 -1.506902 3.573187 -0.245 -0.360 0.095
H 22.832691 -2.005476 2.455054 0.033 -0.142 -0.258
H 26.943877 -3.301509 1.987881 -0.119 -0.239 0.202
H 26.647657 -1.632633 2.165398 -0.480 0.190 0.126
H 25.909500 -2.067937 4.583639 -0.035 -0.180 0.242
H 27.569407 -2.639878 4.278304 -0.005 0.270 -0.007
H 26.242318 -4.425839 5.371745 0.077 -0.190 -0.034
H 26.927574 -4.910058 3.828323 -0.034 0.121 -0.322
H 25.446608 -6.603570 4.743994 -0.246 0.120 0.296
H 23.777065 -6.665005 4.003699 -0.016 0.098 0.370
H 25.149215 -6.636585 3.020639 0.237 0.138 0.076
H 22.723285 -4.497319 4.651983 0.034 -0.153 0.040
H 23.949391 -4.537748 5.932524 0.102 -0.276 -0.105
H 23.763531 -3.096432 4.944593 -0.223 -0.040 0.182
H 25.346755 -1.921078 0.245771 -0.733 0.253 -0.029
H 23.977879 -3.125813 0.097555 0.100 -0.033 -0.241
H 25.755183 -3.528376 0.194729 -0.564 -0.840 0.196
H 22.606667 -4.061060 2.695976 -0.183 -0.048 -0.102
C 26.862841 -4.177726 -2.263408 -0.314 -0.073 1.110
C 26.147411 -4.533339 -3.560608 0.929 1.464 -0.043
C 27.018044 -5.555313 -4.283954 0.106 -0.391 -0.534
C 26.384981 -6.082968 -5.572270 -0.922 0.115 0.350
C 24.986360 -6.605062 -5.204173 1.314 -0.994 0.127
C 24.098790 -5.656866 -4.415008 -1.623 -0.228 -0.700
N 24.839983 -5.129948 -3.296437 0.918 -0.528 0.153
O 24.063661 -4.395735 -2.395264 -0.199 0.232 -0.429
C 23.408898 -4.584699 -5.344883 0.070 0.102 0.712
C 22.949550 -6.525075 -3.880376 -0.045 -0.359 0.778
C 26.114567 -3.233009 -4.406139 -0.373 -0.302 -1.019
H 26.783778 -4.996175 -1.538821 0.209 0.009 0.016
H 26.457202 -3.291498 -1.766810 -0.420 -0.104 -0.231
H 27.917093 -3.906780 -2.366861 0.063 -0.409 -0.552
H 27.985191 -5.111922 -4.537125 -0.015 0.188 0.250
H 27.217610 -6.384264 -3.598927 -0.132 -0.043 -0.010
H 26.970422 -6.922841 -5.952939 0.059 0.089 -0.179
H 26.288063 -5.316025 -6.350747 0.314 0.057 0.035
H 25.210906 -7.467496 -4.563516 -0.296 0.118 0.236
H 24.486778 -7.068201 -6.062353 -0.311 0.490 -0.075
H 23.483289 -3.588965 -4.901329 0.282 0.111 -0.359
H 23.839192 -4.594362 -6.344376 -0.068 0.259 -0.039
H 22.327793 -4.732766 -5.376853 0.071 -0.323 -0.284
H 22.298487 -5.937012 -3.229372 -0.008 0.013 -0.079
H 22.338906 -6.956880 -4.679422 0.141 0.204 -0.210
H 23.320585 -7.361660 -3.280500 0.133 0.152 0.043
H 25.577361 -3.401982 -5.342512 -0.129 0.174 0.068
H 27.114194 -2.956059 -4.750985 0.146 0.039 0.492
H 25.655906 -2.379389 -3.905351 0.026 -0.079 0.140
H 23.659989 -3.668054 -2.900882 0.119 0.125 0.076
C 32.676581 -5.808678 2.420052 -0.127 -0.805 0.409
C 31.785340 -4.573992 2.214250 0.213 0.470 0.526
C 32.600199 -3.378679 2.760702 0.585 -0.484 0.497
C 32.053943 -1.999056 2.466223 0.563 -0.519 -0.380
C 31.894154 -1.900609 0.947324 -0.714 0.785 0.830
C 31.077492 -3.049559 0.334782 -0.461 1.093 0.090
N 31.614433 -4.311303 0.799931 1.332 0.040 -0.696
O 31.295593 -5.419968 0.000506 -0.512 0.295 0.593
C 29.584200 -2.778451 0.644880 0.081 -0.145 0.333
C 31.244904 -2.912352 -1.165873 -0.364 -0.408 -1.343
C 30.469333 -4.722436 3.006861 -0.918 0.940 0.129
H 33.660608 -5.588778 2.851299 -0.019 0.408 -0.186
H 32.820420 -6.402820 1.520394 -0.169 0.175 -0.144
H 32.193421 -6.459327 3.152568 0.021 -0.163 -0.152
H 32.791556 -3.554539 3.829573 -0.296 0.079 0.033
H 33.594594 -3.493421 2.314108 -0.056 0.356 -0.218
H 32.799890 -1.253763 2.758697 -0.080 0.042 0.162
H 31.134304 -1.807828 3.019796 -0.087 0.039 -0.150
H 32.877806 -1.744807 0.502906 0.072 -0.456 -0.113
H 31.326872 -0.978066 0.773794 0.115 -0.008 -0.336
H 29.402889 -2.579236 1.704475 0.138 -0.192 0.046
H 29.281341 -1.853007 0.148858 -0.174 -0.203 -0.325
H 28.968800 -3.637359 0.360800 -0.178 0.100 -0.140
H 30.616543 -3.607102 -1.733700 0.208 -0.394 0.367
H 30.876511 -1.964590 -1.574792 0.254 0.322 0.593
H 32.274359 -3.054952 -1.506688 0.064 -0.064 0.229
H 30.476221 -5.410780 3.852460 0.202 -0.373 -0.306
H 29.626923 -4.926929 2.342217 0.089 -0.650 0.055
H 30.163848 -3.772032 3.471686 0.313 0.108 -0.121
H 30.418866 -5.773866 0.329014 -0.356 -0.747 -0.302
```
Positions in Å, forces in eV/Å.

# 4
ORCA calculation (ωB97M-V/def2-TZVPD) on C5H12N2 in the gas phase.

LUMO level (spin up / spin down): 0.7 / 0.7 eV
HOMO energy (spin up / spin down): -6.7 / -6.7 eV
2S+1: 1
ΔE to the lowest compared entry with this formula, charge and spin: 117.5 kcal/mol

Structure (XYZ):
```
19
Properties=species:S:1:pos:R:3:forces:R:3
C 0.279352 0.272404 0.217004 0.480 0.024 1.268
C 0.979382 -0.133593 1.491995 2.544 -0.574 -2.651
C 1.625700 0.923519 -2.190438 -2.160 2.017 1.341
C -2.511720 -1.696287 0.754090 0.128 2.561 0.223
C 1.028260 1.200456 -0.725906 0.976 0.338 0.790
N -0.969753 -0.134215 0.392943 -1.119 -1.634 -3.636
N -1.245786 -1.195210 1.170959 1.038 0.299 0.295
H 0.500110 0.409424 2.200272 -1.938 0.913 2.821
H 2.008211 0.248683 1.607294 -0.115 -0.620 -0.658
H 0.848252 -1.208305 1.592511 0.267 -0.024 0.567
H 0.778035 1.157376 -2.972292 1.883 -1.647 1.107
H 2.297599 0.063261 -2.088860 -0.676 -0.085 -1.106
H 2.231601 1.841944 -2.233193 0.223 -0.495 -0.447
H -2.606152 -1.858325 -0.292755 0.007 -0.286 -1.352
H -2.852159 -2.532104 1.245713 -0.345 -1.929 1.378
H -3.103489 -0.859384 1.051004 -1.988 0.282 -0.147
H 0.500104 2.152094 -0.765129 0.052 0.247 -0.084
H 1.978395 1.351780 -0.096005 -1.436 0.246 -1.030
H -1.765941 -0.003518 -0.359209 2.180 0.367 1.320
```
Positions in Å, forces in eV/Å.

Max |F| across the listed records, respectively: 1.00 0.89 3.06 4.14 eV Å⁻¹.